The following is a DFT calculation (wB97M-V/def2-TZVPD) of C10H13CaN2O5S as an isolated structure at a distorted geometry.

Values from the calculation:
- orbital gap (eV) = 6.268
- multiplicity = 1
- net charge = +1

Geometry (Å):
O: -0.00276 2.24095 -5.28444
C: -0.01668 2.21507 -4.14287
Ca: 0.00935 0.32936 0.10079
C: -0.12383 0.45977 1.98959
O: -0.13855 0.62955 3.11882
C: -0.03044 -2.01835 0.09453
O: 0.03345 -3.15622 0.12670
C: 2.01846 0.06412 -0.27764
O: 3.20867 -0.05956 -0.38512
C: -1.99950 -0.05636 -0.25564
O: -3.17415 -0.14600 -0.51658
H: 0.04111 -0.36817 -1.90002
C: 2.91302 0.92810 3.46145
N: 2.12692 -0.23115 4.19428
C: 1.68198 0.37614 5.53902
C: 1.67215 -1.29186 3.79924
S: 1.89966 -1.53711 1.99824
N: 1.18131 -2.30345 4.29200
C: 1.11852 -2.50416 5.77729
C: 0.66325 -3.58510 3.55798
H: 3.82138 1.14536 4.05414
H: 2.35912 1.84870 3.36648
H: 3.22458 0.57908 2.50437
H: 0.61776 0.38202 5.60634
H: 2.13810 -0.25175 6.32032
H: 2.04071 1.37958 5.72502
H: 0.43677 -1.76240 6.19220
H: 0.73273 -3.47176 6.08977
H: 2.11135 -2.40700 6.17857
H: -0.16305 -3.31697 2.93013
H: 1.45521 -4.00994 2.97626
H: 0.31200 -4.35677 4.25598


The following is a DFT calculation (wB97M-V/def2-TZVPD) of C4H6O2 as an isolated structure at a distorted geometry.

Values from the calculation:
- orbital gap (eV) = 9.609
- multiplicity = 1

Geometry (Å):
C: -0.05959 0.52242 -1.95248
C: 0.79989 -0.23571 -0.97097
O: 1.63364 -1.05934 -1.19943
C: -0.16774 -0.29037 0.69954
O: 0.82804 0.48447 0.40332
C: -0.50795 -0.33435 2.15372
H: -0.48910 -0.17748 -2.67650
H: -0.85826 1.09228 -1.47383
H: 0.59401 1.21441 -2.50349
H: 0.00054 0.43889 2.74779
H: -1.59645 -0.29017 2.28847
H: -0.19861 -1.32996 2.51074


The following is a DFT calculation (wB97M-V/def2-TZVPD) of C27H19BrClN2O4S2V as an isolated structure at a distorted geometry.

Values from the calculation:
- orbital gap (eV) = 5.546
- multiplicity = 1
- net charge = +2

Geometry (Å):
V: -0.28642 -0.46877 -0.35760
O: 0.27481 0.03670 3.61831
C: -0.66530 -0.76134 4.18645
C: -0.75562 -0.89410 5.56823
C: -1.74179 -1.67978 6.13022
C: -2.66598 -2.34798 5.32864
C: -2.58073 -2.22655 3.96288
C: -1.57649 -1.44191 3.36668
C: -1.55354 -1.40168 1.92086
O: -0.43724 -0.84038 1.30682
N: -2.39868 -1.88598 1.09798
N: -1.98893 -1.74233 -0.23408
C: -2.77545 -2.49105 -1.00235
S: -4.13140 -3.30028 -0.32134
C: -4.52768 -4.26657 -1.80320
C: -4.12874 -3.46316 -3.01990
S: -2.49255 -2.75242 -2.68161
H: 0.86526 0.37589 4.30305
H: -0.04758 -0.36861 6.19792
H: -1.79338 -1.77047 7.20698
H: -3.43718 -2.95916 5.77450
H: -3.28256 -2.74750 3.32593
H: -5.59924 -4.46082 -1.78983
H: -3.99486 -5.21514 -1.74838
H: -4.82143 -2.64682 -3.21785
H: -4.03142 -4.08155 -3.91056
Br: -0.55061 -0.09246 -2.86669
C: -1.26760 1.67266 -2.64218
C: -1.62189 2.39166 -3.74160
C: -2.12417 3.69337 -3.53442
C: -2.23314 4.19621 -2.26927
C: -1.85112 3.43478 -1.13877
C: -1.94581 3.95583 0.17358
C: -1.55911 3.21628 1.25636
C: -1.07375 1.90836 1.09187
C: -0.98284 1.34895 -0.17164
C: -1.35263 2.11958 -1.31649
H: -1.52289 1.99229 -4.74142
H: -2.41688 4.28456 -4.39062
H: -2.61507 5.19698 -2.11363
H: -2.32531 4.96148 0.30480
H: -1.62265 3.63240 2.25239
H: -0.74945 1.36295 1.96692
Cl: 4.02684 -6.19962 -2.25758
C: 3.59758 -4.70457 -1.53102
C: 4.59434 -3.87054 -1.04186
C: 4.24495 -2.66937 -0.45307
C: 2.90264 -2.29791 -0.38487
C: 1.91151 -3.14381 -0.87966
C: 2.25121 -4.35553 -1.44252
C: 2.59060 -1.02311 0.25469
O: 3.04927 -0.40772 1.13242
O: 1.40562 -0.35434 -0.43859
H: 5.63025 -4.16794 -1.12068
H: 5.00770 -2.01485 -0.05317
H: 0.85649 -2.89453 -0.79307
H: 1.49617 -5.03491 -1.81090


The following is a DFT calculation (wB97M-V/def2-TZVPD) of a 6-piece molecular cluster, CH12O4S2 overall.

Values from the calculation:
- orbital gap (eV) = 3.692
- multiplicity = 1

Geometry (Å):
C: 1.00956 0.36715 1.91520
S: 1.15166 1.76295 0.86864
S: -1.32169 -1.85804 0.77312
H: 1.84616 0.49500 2.60545
H: 0.08204 0.26978 2.46408
H: 1.18006 -0.56813 1.33403
H: -1.92936 -2.91125 1.34339
H: -0.91775 2.29174 0.12418
H: -2.14060 3.14582 -0.25558
O: -1.88791 2.26707 0.04735
H: 1.33915 0.73618 -1.14537
H: 0.48217 0.30169 -2.33572
O: 1.29043 0.08078 -1.85551
H: 2.03179 -1.59859 -1.09752
H: 0.92626 -2.47423 -0.56337
O: 1.88383 -2.46351 -0.69191
H: -1.35132 -0.60222 -0.92642
H: -2.00512 0.73687 -1.01659
O: -1.66938 0.02095 -1.58746


The following is a DFT calculation (wB97M-V/def2-TZVPD) of C14H14BrNO2Y as an isolated structure at a distorted geometry.

Values from the calculation:
- orbital gap (spin up / spin down) (eV) = 4.051 / 5.076
- multiplicity = 1
- net charge = -1

Geometry (Å):
C: -0.51726 0.90365 -1.87003
C: 0.88918 0.94678 -1.59311
C: 1.07803 1.62904 -0.34346
C: -0.21409 2.04140 0.12202
C: -1.19603 1.57033 -0.79967
Y: 0.01259 -0.54972 0.28375
N: -3.93874 -0.27944 -0.14418
C: 0.55170 -2.46462 -0.49784
C: 1.83505 -1.99274 -0.66405
H: 2.03251 1.83101 0.14784
H: 1.67707 0.50900 -2.21026
H: -0.41090 2.65737 1.00476
H: -2.27301 1.73916 -0.73606
H: -0.98936 0.48807 -2.76134
H: 2.23017 -1.63706 -1.62299
H: 0.28479 -3.09916 0.35714
H: -3.81634 -1.31725 -0.26734
H: 2.64298 -2.15659 0.05534
H: -0.18824 -2.46474 -1.30297
Br: -0.64850 2.74032 3.81615
C: -0.40771 1.24747 4.95971
C: -0.52386 1.37090 6.34593
C: -0.23782 0.27592 7.17449
C: 0.23530 -0.91731 6.61763
C: 0.36028 -1.04130 5.23422
C: -0.05919 0.00325 4.41001
C: -0.05715 -0.16356 2.94365
O: 1.07036 -0.32427 2.31071
O: -1.16102 -0.16109 2.27658
H: -0.84964 2.31888 6.76885
H: -0.37441 0.36716 8.25343
H: 0.49793 -1.75859 7.26201
H: 0.77192 -1.93476 4.76389


The following is a DFT calculation (wB97M-V/def2-TZVPD) of one molecule with the formula C22H24FN5S at a distorted geometry.

Values from the calculation:
- orbital gap (eV) = 7.865
- multiplicity = 1
- SMILES string = CCN(CC)CCSc1nnc2c3cc(F)ccc3n(Cc3ccccc3)c2n1

Geometry (Å):
C: -5.22601 -0.27673 -0.37396
C: -4.49372 1.06900 -0.45709
N: -3.05033 0.99810 -0.55267
C: -2.55967 0.30225 -1.72763
C: -1.19281 0.82516 -2.16077
C: -2.38469 0.64238 0.67996
C: -2.17732 1.85810 1.58132
S: -1.38079 3.24317 0.70262
C: 0.23134 2.64274 0.50768
N: 1.04734 3.44379 -0.17829
N: 2.27597 3.09660 -0.40782
C: 2.67999 1.92537 0.05104
C: 3.91252 1.19951 -0.02808
C: 5.13946 1.47483 -0.61370
C: 6.11623 0.50704 -0.49654
F: 7.32711 0.72980 -1.04988
C: 5.91367 -0.69889 0.16583
C: 4.69157 -0.97653 0.75097
C: 3.69109 -0.02267 0.65620
N: 2.39863 -0.05146 1.15787
C: 1.72802 -1.13576 1.82977
C: 0.71639 -1.81077 0.93274
C: -0.48453 -2.26915 1.45709
C: -1.41402 -2.88994 0.64166
C: -1.15685 -3.04765 -0.70953
C: 0.03705 -2.58926 -1.23962
C: 0.97145 -1.97831 -0.42213
C: 1.78197 1.09410 0.78996
N: 0.53646 1.44995 1.03992
H: -5.05537 -0.86451 -1.27247
H: -6.29428 -0.10581 -0.27070
H: -4.88723 -0.85276 0.48443
H: -4.85230 1.61634 -1.33381
H: -4.73786 1.66593 0.42455
H: -2.49884 -0.78831 -1.57194
H: -3.27083 0.49117 -2.53496
H: -1.21611 1.90957 -2.22794
H: -0.41593 0.53672 -1.45634
H: -0.93153 0.41530 -3.13330
H: -2.93655 -0.11445 1.26140
H: -1.40643 0.22310 0.44722
H: -1.55163 1.60081 2.43407
H: -3.12393 2.26948 1.92663
H: 5.31874 2.40002 -1.13506
H: 6.72218 -1.41072 0.21391
H: 4.53614 -1.91530 1.25932
H: 2.48089 -1.85618 2.16144
H: 1.21978 -0.73272 2.71175
H: -0.69238 -2.13716 2.50917
H: -2.34415 -3.24449 1.06069
H: -1.88375 -3.52777 -1.34775
H: 0.24304 -2.70610 -2.29300
H: 1.90285 -1.62693 -0.84424


The following is a DFT calculation (wB97M-V/def2-TZVPD) of a 2-piece molecular cluster, C27H27Cl3F9N3O4S overall at a distorted geometry.

Values from the calculation:
- orbital gap (eV) = 8.466
- multiplicity = 1
- SMILES string = C[C@@H](Cl)[C@H](Cl)c1cc(N)c(CC=O)c2c1N(COO)c1c(CCC(F)(F)C(F)(F)C(F)(F)C(F)(F)F)ccc(Cl)c1S2.CNC(C)=O

Geometry (Å):
C: -0.51752 3.03965 4.15662
C: -1.43382 2.90676 2.85653
Cl: -1.54887 4.46256 1.91461
C: -1.11487 1.64232 1.96767
Cl: -0.49339 0.23963 2.99303
C: -0.05786 1.85171 0.84313
C: 1.10450 2.69647 1.16672
C: 2.18020 2.97685 0.19933
N: 3.29239 3.84704 0.54740
C: 2.06514 2.33212 -1.10887
C: 3.18649 2.56149 -2.17847
C: 4.16502 1.32987 -2.30309
O: 4.97812 1.09852 -1.44634
C: 0.92896 1.48681 -1.40740
C: -0.18637 1.20098 -0.47893
N: -1.32475 0.35241 -0.81443
C: -2.39293 1.08862 -1.50763
O: -2.15395 1.36709 -2.88685
O: -2.97297 0.52852 -3.63755
C: -0.94571 -0.89033 -1.45879
C: -1.54560 -2.15281 -1.04341
C: -2.63514 -2.43971 0.02828
C: -3.00053 -1.33656 1.06781
C: -4.40575 -0.63415 0.82837
F: -4.94175 -0.89028 -0.41776
F: -4.22304 0.76326 0.88268
C: -5.41357 -0.96968 1.98776
F: -5.54178 -2.32745 2.22260
F: -4.82846 -0.46802 3.15320
C: -6.83313 -0.29731 1.90068
F: -6.82132 1.06950 1.90026
F: -7.49997 -0.66507 3.06946
C: -7.75919 -0.76868 0.70680
F: -9.05978 -0.67771 1.11750
F: -7.55671 -2.04331 0.29248
F: -7.62894 0.11068 -0.33831
C: -1.08780 -3.36925 -1.77092
C: -0.11720 -3.37124 -2.83864
C: 0.48339 -2.10588 -3.25263
Cl: 1.68991 -2.11109 -4.56501
C: 0.06325 -0.91007 -2.55692
S: 0.86455 0.66272 -3.04471
H: -1.01968 2.41496 4.94899
H: -0.41951 4.09496 4.50549
H: 0.49785 2.59684 4.01896
H: -2.46822 2.73716 3.26938
H: -2.06699 1.33625 1.47431
H: 1.22069 3.19994 2.15770
H: 2.93319 4.43854 1.31014
H: 3.35319 4.50533 -0.24295
H: 3.80307 3.44133 -1.86922
H: 2.75867 2.79717 -3.19625
H: 4.01254 0.67050 -3.21546
H: -3.40703 0.62711 -1.43354
H: -2.47174 2.09276 -0.99676
H: -2.50341 0.47168 -4.49379
H: -3.52399 -2.86677 -0.52201
H: -2.25049 -3.32106 0.62284
H: -2.19825 -0.59250 1.28939
H: -3.14705 -1.86824 2.05498
H: -1.50990 -4.37065 -1.49386
H: 0.13947 -4.33393 -3.34550
C: 8.89182 -2.56688 -0.66801
N: 7.95717 -3.25097 0.20251
C: 6.67840 -2.89645 0.51011
C: 6.12869 -1.63971 -0.11381
O: 6.01710 -3.58912 1.26888
H: 9.18324 -3.24926 -1.46912
H: 9.77793 -2.30305 -0.08712
H: 8.46359 -1.66681 -1.09994
H: 8.25729 -4.10098 0.65532
H: 5.10533 -1.48836 0.22303
H: 6.72324 -0.77688 0.19029
H: 6.12449 -1.72990 -1.20128


The following is a DFT calculation (wB97M-V/def2-TZVPD) of one molecule with the formula C5H10O.

Values from the calculation:
- orbital gap (eV) = 10.559
- multiplicity = 1
- SMILES string = COCC1CC1

Geometry (Å):
C: -0.85967 1.93001 -0.64867
O: -0.50489 0.67261 -1.12980
C: -0.99169 -0.46887 -0.45179
C: 0.25417 -1.24874 -0.07574
C: 0.91670 -1.31755 1.27421
C: 1.38792 -0.31267 0.28303
H: -1.13490 1.92366 0.41882
H: 0.00310 2.59909 -0.77355
H: -1.70027 2.30035 -1.24249
H: -1.61832 -0.19739 0.41303
H: -1.62864 -1.01061 -1.16473
H: 0.46694 -2.09215 -0.73629
H: 1.57199 -2.16183 1.44955
H: 0.37942 -0.94734 2.14250
H: 1.15094 0.72533 0.52414
H: 2.30719 -0.39389 -0.28221


The following is a DFT calculation (wB97M-V/def2-TZVPD) of one molecule with the formula C4H12N3 at a distorted geometry.

Values from the calculation:
- orbital gap (spin up / spin down) (eV) = 4.361 / 9.112
- multiplicity = 2

Geometry (Å):
C: 0.16781 1.83425 -1.14105
C: 0.78494 0.25957 -0.96202
C: 0.10507 -0.49901 0.19097
C: 0.94119 -0.91801 1.20921
N: 0.64611 -1.88099 2.25508
N: -1.24601 -0.74490 0.00267
N: -1.22520 1.84020 -1.64331
H: 0.81639 2.53201 -1.76806
H: 0.14985 2.28746 -0.12794
H: 1.92686 0.33651 -0.81410
H: 0.64747 -0.29080 -1.88556
H: 1.90111 -0.39797 1.41517
H: 1.38166 -1.64208 3.01848
H: -0.34062 -1.79895 2.60862
H: 0.72282 -2.91418 1.94830
H: -1.97184 -0.89907 0.75573
H: -1.68496 -0.04167 -0.66698
H: -1.54541 2.84889 -2.01244
H: -1.22170 1.41896 -2.55493


The following is a DFT calculation (wB97M-V/def2-TZVPD) of C5H15N3 as an isolated structure at a distorted geometry.

Values from the calculation:
- orbital gap (spin up / spin down) (eV) = 7.203 / 6.389
- multiplicity = 2
- net charge = +1

Geometry (Å):
N: -2.74485 -0.88396 -0.83051
C: -1.00270 -1.16683 -0.41157
C: -0.09923 0.01029 -0.52711
N: 0.92978 0.19966 0.41065
C: -3.52580 1.17846 1.14238
C: 1.80302 -0.09779 -0.68336
C: 3.41219 -0.29463 -0.01940
N: 3.69371 0.84422 0.74930
H: -2.98995 -1.87284 -0.95675
H: -0.34930 -1.75021 0.25854
H: -1.33151 -1.57788 -1.32560
H: -1.96201 -0.88463 0.23771
H: -0.28941 0.88644 -1.08446
H: -2.60199 0.58153 1.22728
H: -4.29425 0.55428 0.76425
H: -3.74422 1.57258 2.18601
H: -3.31587 2.08174 0.54717
H: 1.71577 -1.13930 -0.96865
H: 2.07282 0.62974 -1.49365
H: 4.27343 -0.19173 -0.69893
H: 3.46865 -1.31503 0.35991
H: 2.78865 1.17975 1.05588
H: 4.09310 1.45615 0.06092


The following is a DFT calculation (wB97M-V/def2-TZVPD) of a 5-piece molecular cluster, H9O4S overall at a distorted geometry.

Values from the calculation:
- orbital gap (eV) = 6.680
- multiplicity = 1
- net charge = -1

Geometry (Å):
S: -0.28173 -0.93067 1.80092
H: 0.54293 -0.28551 2.54752
H: 4.45972 -3.89774 -0.52171
H: 3.56166 -4.55629 -1.54414
O: 4.40254 -4.62662 -1.04876
H: -4.30615 2.86112 1.19317
H: -3.87310 1.82693 0.12583
O: -4.43949 2.67089 0.21649
H: -1.49122 0.95896 0.19974
H: -1.37729 2.34576 -0.56338
O: -1.97502 1.70507 -0.17001
H: 1.39940 0.19440 -0.12719
H: 1.44684 0.89140 -1.48505
O: 1.93091 0.84231 -0.62342


The following is a DFT calculation (wB97M-V/def2-TZVPD) of C16H35BrCl4MgNO5P as an isolated structure at a distorted geometry.

Values from the calculation:
- orbital gap (eV) = 2.564
- multiplicity = 1

Geometry (Å):
C: -3.35837 -0.67708 0.62058
C: -3.44329 -0.67208 -0.90421
P: -1.84381 -1.33617 -1.71511
C: -2.87888 -1.40464 -3.53584
C: -2.09077 -2.16271 -4.52379
C: -2.22743 -1.70638 -5.97357
C: -3.57502 -1.10266 -6.34242
O: -3.66374 -1.14987 -7.76118
C: -2.11688 -3.34412 -1.32220
O: -3.30226 -3.49760 -0.67925
O: -3.98152 -4.68011 -1.14059
H: -2.50923 -0.04822 0.93010
H: -4.24857 -0.28590 1.12258
H: -3.14088 -1.68750 0.99171
H: -4.35568 -1.17929 -1.22816
H: -3.52900 0.36228 -1.25977
H: -0.62781 -1.84431 -2.35071
H: -1.15815 -1.16093 -0.46366
H: -1.45111 -0.00629 -2.16255
H: -3.85478 -1.80372 -3.25694
H: -3.02500 -0.35827 -3.83030
H: -2.46489 -3.26358 -4.36207
H: -1.01911 -2.25779 -4.27663
H: -2.09909 -2.60107 -6.59443
H: -1.42315 -1.01343 -6.24969
H: -3.66732 -0.06803 -5.98968
H: -4.38406 -1.68647 -5.87857
H: -4.30682 -0.51088 -8.07173
H: -1.23959 -3.53754 -0.69863
H: -2.07462 -3.89031 -2.26543
H: -4.21919 -4.46967 -2.07178
Mg: -2.58467 -1.61249 2.98301
O: 0.50124 -0.85483 1.42755
C: 0.90887 0.13581 1.97938
O: 0.74167 1.31893 1.35910
C: 1.04969 2.57387 1.99688
C: 2.50731 2.94448 1.85931
C: 1.63650 0.06465 3.29645
H: 0.72898 2.55709 3.03870
H: 0.41521 3.29051 1.47846
H: 3.15336 2.22793 2.36789
H: 2.69622 3.92779 2.29002
H: 2.79043 2.97190 0.80682
H: 2.69612 -0.09330 3.08658
H: 1.25963 -0.80489 3.82840
H: 1.53972 0.95052 3.91655
C: 7.15481 1.82012 2.62673
C: 7.43500 2.53058 1.31110
C: 7.53922 4.05194 1.47130
C: 6.30299 4.64295 1.99014
N: 5.33162 5.10687 2.40172
H: 6.19818 2.13679 3.04614
H: 7.11944 0.74029 2.48444
H: 7.93118 2.03428 3.36392
H: 6.65023 2.30532 0.58602
H: 8.37364 2.17694 0.88153
H: 7.76017 4.53052 0.51568
H: 8.34612 4.30952 2.16155
C: -3.04491 0.38211 7.38458
Cl: -2.70503 1.04193 8.98784
Cl: -4.29395 1.35481 6.60035
Cl: -1.57357 0.42332 6.40581
Cl: -3.60105 -1.28368 7.53495
Br: -3.51864 -4.88426 -4.51590